Record 1
# CH6OS

A cluster of 2 separate species, CH6OS in total (ωB97M-V with the def2-TZVPD basis set, the OMol25 dataset).

Each line ends with the natural charge from an NBO analysis.
Positions of all 9 atoms, in Å:
C1 -2.657 0.218 2.302  -0.580
S1 -2.470 0.367 0.480  -0.405
H1 -3.617 -0.238 2.548  0.215
H2 -2.805 1.275 2.558  0.256
H3 -1.934 -0.446 2.615  0.228
H4 -2.611 0.145 -0.918  0.285
H5 6.515 -0.815 -1.997  0.460
H6 6.405 -1.572 -3.320  0.469
O1 6.688 -0.691 -2.872  -0.929

Calculated values
- HOMO level (eV) = -8.859
- structure (SMILES) = CS.O
- energy (eV) = -14013.765
- LUMO energy (eV) = -0.4
- energy relative to the best compared isomer or geometry (same formula, charge and spin) (kJ/mol) = 297.1

---

Record 2
# C3H3NOS2

An isolated molecule of C3H3NOS2 (ωB97M-V with the def2-TZVPD basis set, the OMol25 dataset).

Each line ends with the natural charge from an NBO analysis.
Positions of all 10 atoms, in Å:
C1 1.071 -0.815 -0.323  -0.060
C2 -1.250 -0.621 -0.119  -0.072
C3 0.158 1.328 0.306  0.560
H1 0.975 -1.723 -0.950  0.229
H2 -1.090 -1.688 -0.203  0.197
H3 -0.345 1.552 1.285  0.152
N1 -0.045 -0.017 -0.009  -0.536
O1 0.665 2.239 -0.388  -0.464
S1 2.604 -0.269 0.255  0.001
S2 -2.743 0.015 0.146  -0.008

Calculated values
- HOMO level (eV) = -9.434
- structure (SMILES) = O=CN(C=S)C=S
- energy (eV) = -28365.498
- LUMO energy (eV) = -1.5
- energy relative to the best compared isomer or geometry (same formula, charge and spin) (kJ/mol) = 225.4

---

> Among the records above, which one has the highest HOMO level?

CH6OS

---

> HOMO level of number 2 (C3H3NOS2)?

-9.434 eV